No. 1
Molecular formula: C8H17IN2S
Method: DFT, the ωB97M-V functional and the def2-TZVPD basis

Each line ends with the Löwdin charge.
Atoms and positions in Å:
C (1.82171, -1.28119, -1.00157)  -0.2897
C (1.25918, 0.98916, 1.90185)  -0.1092
C (0.32906, 2.05907, 1.47365)  -0.0678
C (-0.09052, 0.54702, 1.40711)  -0.3380
C (-0.19901, 1.42030, -2.39128)  -0.0886
C (0.34124, -2.48484, 1.60628)  -0.1139
C (-1.32474, 1.60602, -1.41794)  -0.2606
C (-1.41670, 0.26792, -0.63772)  -0.8386
N (-0.54453, -2.55274, -1.15263)  -0.2277
N (-0.26010, -0.01454, 0.07707)  -0.3161
S (0.46088, -1.60626, -0.17543)  0.8186
I (-3.27344, -0.04195, 0.39257)  0.8194
H (2.31502, -2.03325, -1.56327)  0.0004
H (2.46502, -0.51998, -0.53159)  0.0123
H (2.14199, 0.81813, 1.25828)  0.1097
H (1.40585, 0.84102, 2.90301)  0.0762
H (-0.14529, 2.62330, 2.29537)  0.1092
H (0.32504, 2.59374, 0.47817)  0.1077
H (-0.81287, 0.09024, 2.06087)  0.0816
H (-0.52678, 0.94793, -3.22751)  0.0535
H (0.60271, 0.84987, -1.91787)  0.0626
H (0.18575, 2.29290, -2.76368)  0.0499
H (0.50586, -3.45953, 1.09838)  0.0410
H (1.17830, -2.42312, 2.25154)  0.0328
H (-0.74707, -2.33096, 1.85228)  0.0613
H (-1.19668, 2.50608, -0.64406)  0.1282
H (-2.31270, 1.67992, -1.90758)  0.0915
H (-1.41538, -0.47035, -1.39602)  0.0316
H (-1.07181, -2.91390, -0.32827)  -0.0372

Atoms 1-6, force components in eV/Å:
C 0.40 1.22 1.29
C 0.61 -0.23 -3.39
C -1.86 -0.02 -0.05
C 0.26 0.77 -1.13
C 0.49 -0.20 2.54
C -1.50 -0.55 -3.55

## Properties
Energy relative to the best compared isomer or geometry (same formula, charge and spin) ... 443.7 kJ/mol
SMILES string ... C=[S@](C)(=N)N(C1CC1)[C@@H](I)CC
Energy ... -1120.15955 Ha
HOMO level ... -8.146 eV
Kohn-Sham gap ... 8.61 eV
Net charge ... 0
E_LUMO ... 0.46 eV

***

No. 2
Molecular formula: C18H48F2N7O10S2
Method: DFT, the ωB97M-V functional and the def2-TZVPD basis

Each line ends with the Löwdin charge.
Atoms and positions in Å:
N (5.08282, 2.38741, -10.90681)  -0.3113
S (4.87247, 3.88736, -10.47803)  0.4357
O (5.92424, 4.80299, -10.79932)  -0.2629
O (4.23383, 4.04823, -9.20917)  -0.2476
F (3.74120, 4.22787, -11.54010)  -0.1581
S (6.45961, 2.07501, -9.97760)  0.5225
O (6.19865, 1.78362, -8.60724)  -0.2359
O (7.71903, 2.64697, -10.33003)  -0.2624
F (6.59668, 0.61415, -10.57663)  -0.1783
C (11.36890, -2.74302, -4.18752)  0.0444
C (11.00594, -1.28864, -4.13775)  -0.3676
O (11.46845, -0.47170, -3.43274)  0.2192
N (10.19639, -0.76615, -5.37150)  0.0841
H (10.78248, -0.07589, -5.84173)  0.1782
H (10.14704, -1.55196, -6.02329)  0.1647
C (8.81355, -0.25534, -5.03204)  0.0228
H (11.44681, -3.14764, -3.18268)  0.1196
H (12.30929, -2.89673, -4.72745)  0.1248
H (10.69742, -3.34422, -4.80846)  0.0954
H (8.50416, 0.27754, -5.92870)  0.0852
H (8.96026, 0.44449, -4.21554)  0.0947
H (8.09730, -1.03577, -4.80073)  0.1146
C (3.46572, -1.20970, -9.53927)  0.0537
C (2.82276, 0.12322, -9.52581)  -0.3902
O (2.44897, 0.79989, -8.64311)  0.1939
N (2.72335, 0.76649, -10.93212)  0.0689
H (3.43721, 1.53954, -10.84432)  0.0991
H (3.04087, 0.16006, -11.68554)  0.1677
C (1.40338, 1.41372, -11.23405)  0.0299
H (4.50984, -1.05835, -9.83707)  0.0975
H (2.98541, -1.83696, -10.29406)  0.1177
H (3.47453, -1.71198, -8.57719)  0.1181
H (0.75591, 0.60625, -11.57778)  0.1189
H (1.46649, 2.24718, -11.92292)  0.1056
H (0.92745, 1.70416, -10.30051)  0.0926
C (8.16624, 0.72689, -13.13587)  0.0306
C (7.20558, 1.10885, -14.20749)  -0.3731
O (7.38642, 1.11001, -15.36658)  0.2289
N (5.92144, 1.81844, -13.68290)  0.0874
H (5.12140, 1.19605, -13.79752)  0.1803
H (6.01466, 2.04830, -12.68061)  0.0845
C (5.65932, 3.13448, -14.38070)  0.0431
H (7.94088, -0.30111, -12.82088)  0.1195
H (8.15652, 1.46852, -12.34687)  0.0545
H (9.15913, 0.50290, -13.52743)  0.1219
H (4.87143, 3.71104, -13.90776)  0.0982
H (5.53938, 2.85617, -15.42463)  0.1188
H (6.56730, 3.73022, -14.30871)  0.0801
C (10.86827, 4.69719, -5.20359)  0.0465
C (9.57726, 3.99112, -5.52654)  -0.3627
O (9.29456, 2.89071, -5.20332)  0.1797
N (8.52078, 4.94484, -6.12697)  0.1052
H (7.78102, 5.09986, -5.43562)  0.1944
H (8.93630, 5.85589, -6.32856)  0.1689
C (7.90566, 4.57819, -7.49711)  0.0493
H (11.40212, 4.14286, -4.43672)  0.1147
H (10.64981, 5.68990, -4.79919)  0.1113
H (11.49842, 4.84921, -6.08229)  0.1142
H (8.64828, 4.89079, -8.21911)  0.1030
H (6.94545, 5.09011, -7.50993)  0.1124
H (7.62675, 3.52909, -7.54614)  0.0713
C (8.90885, 5.26773, -15.67011)  0.0507
C (9.32160, 4.68909, -14.34696)  -0.3997
O (9.75336, 3.60967, -14.16027)  0.1996
N (9.24062, 5.69114, -13.18958)  0.0831
H (9.93989, 6.38006, -13.51567)  0.1954
H (8.44222, 6.33780, -13.19104)  0.1884
C (9.51813, 5.19518, -11.77284)  0.0443
H (7.81842, 5.25550, -15.74338)  0.1010
H (9.37713, 4.71270, -16.47774)  0.1229
H (9.18725, 6.32132, -15.76248)  0.1119
H (9.43957, 6.08319, -11.15478)  0.1090
H (10.54019, 4.82819, -11.80395)  0.1133
H (8.80758, 4.39219, -11.58509)  0.0668
C (1.48797, 4.15631, -7.51398)  0.0191
C (0.54370, 4.83165, -6.57442)  -0.3823
O (0.81794, 5.33995, -5.54888)  0.2157
N (-0.96531, 4.72876, -6.84849)  0.0819
H (-1.16966, 4.06238, -7.59553)  0.1747
H (-1.30371, 4.23505, -6.01376)  0.1924
C (-1.66547, 6.07168, -6.98878)  0.0592
H (2.46362, 4.63396, -7.54180)  0.0820
H (1.16526, 4.06747, -8.55257)  0.0855
H (1.69602, 3.13386, -7.18298)  0.1028
H (-2.71979, 5.82027, -7.08511)  0.1164
H (-1.27944, 6.57090, -7.86929)  0.1122
H (-1.53783, 6.59796, -6.04825)  0.1154

Atoms 1-6, force components in eV/Å:
N 2.90 0.02 1.20
S -2.68 4.21 -0.05
O 0.24 -0.72 -0.10
O 0.30 -0.47 -0.35
F 0.19 -0.44 0.13
S 0.44 -4.15 0.21

## Properties
Energy relative to the best compared isomer or geometry (same formula, charge and spin) ... 130.6 kJ/mol
Energy ... -2844.50753 Ha
HOMO level ... -21.596 eV
Kohn-Sham gap ... 10.49 eV
Net charge ... +5
E_LUMO ... -11.11 eV

***

No. 3
Molecular formula: C14H19AlBeBrCaF11LiN4O15PS3
Method: DFT, the ωB97M-V functional and the def2-TZVPD basis

Each line ends with the Löwdin charge.
Atoms and positions in Å:
N (0.48486, 2.80589, -0.23246)  0.2090
C (0.98948, 1.89630, -0.68634)  -0.2999
O (1.22689, 0.61483, -1.01677)  0.0314
C (1.16016, 0.42600, -2.44933)  -0.4236
C (2.50146, 0.14679, -3.19777)  -0.2527
P (3.62119, -1.13322, -2.43446)  0.5219
O (5.03180, -0.73354, -2.67089)  -0.3067
O (3.36837, -2.61547, -3.15797)  -0.1506
O (3.45709, -1.33833, -0.80284)  -0.1383
C (0.38229, 1.61062, -3.18435)  -0.0923
N (-0.90500, 1.54176, -3.12530)  0.1169
C (-1.24894, 0.29183, -2.40271)  -0.1448
C (-0.01669, -0.64962, -2.55651)  -0.0854
H (3.09553, 1.08587, -3.31409)  0.1034
H (2.20997, -0.23361, -4.29866)  -0.1129
H (2.72457, -3.06299, -2.57331)  0.0677
H (2.52063, -1.58366, -0.64690)  0.0432
H (0.91138, 2.43956, -3.70790)  0.1430
H (-1.57773, 2.20872, -3.49808)  0.1848
H (-1.39833, 0.43448, -1.28355)  0.1015
H (-2.21534, -0.08316, -2.83624)  0.0847
H (0.03055, -1.30252, -3.46164)  0.0964
H (0.13748, -1.35692, -1.69950)  0.1379
F (2.61771, 1.23067, 2.45969)  -0.1911
Al (2.22627, -0.40028, 2.87765)  -0.0372
F (3.49421, -1.07374, 3.84637)  -0.1797
F (2.01950, -1.34539, 1.41899)  -0.1862
F (0.72290, -0.42139, 3.79621)  -0.3062
Li (-1.28806, -1.07969, 4.57347)  0.6996
O (4.47368, -1.58749, 6.38194)  -0.1565
S (5.28786, -0.38311, 6.58527)  0.2589
O (5.18569, 0.02746, 7.98932)  -0.1888
O (4.79512, 0.68345, 5.71423)  -0.1639
O (6.68876, -0.65426, 6.25900)  -0.1454
C (6.93725, 3.00849, -6.53277)  -0.0150
C (5.45123, 3.26145, -6.64139)  -0.3257
C (4.78311, 3.51949, -5.31957)  -0.0883
O (3.45477, 3.03635, -5.55132)  0.0545
C (3.54770, 2.08440, -6.51258)  -0.5395
O (2.65978, 1.32963, -6.79735)  -0.1198
O (4.76273, 2.08850, -7.09926)  0.1124
H (7.38047, 2.93221, -7.52710)  0.0884
H (7.43752, 3.81373, -5.99301)  0.0940
H (7.13668, 2.06126, -6.02802)  0.0994
H (5.25515, 4.06958, -7.35176)  0.1606
H (4.76904, 4.57664, -5.05905)  0.1433
H (5.22052, 2.95396, -4.49231)  0.1467
Ca (-0.20263, 0.95239, 6.51043)  1.4340
Br (1.05188, 0.26641, -5.55051)  0.6897
F (-2.22444, -0.58214, 0.04010)  -0.6654
C (-5.85577, -1.59118, -2.51884)  -0.0223
C (-4.38782, -1.69273, -2.45749)  -0.2717
N (-3.23922, -1.76479, -2.40790)  0.0963
H (-6.25051, -2.36676, -3.17706)  0.0836
H (-6.27579, -1.71893, -1.52138)  0.1023
H (-6.14216, -0.61358, -2.90549)  0.0977
Be (-3.24542, -3.69340, -3.32366)  0.4282
C (-3.86936, -0.79569, 6.43380)  -0.6470
F (-2.93413, 0.20355, 6.35855)  -0.0548
F (-3.77132, -1.48077, 5.27258)  0.0981
F (-3.44602, -1.63466, 7.38661)  0.1284
S (-5.55746, -0.15426, 6.74802)  0.5476
O (-5.82167, 0.69433, 5.61876)  -0.2708
O (-5.44050, 0.52169, 8.01151)  -0.2732
N (-6.27360, -1.55362, 6.76049)  -0.2918
S (-7.84767, -1.48324, 7.01584)  0.5832
O (-8.63337, -0.92655, 5.94953)  -0.2723
O (-8.25262, -1.10346, 8.34030)  -0.2700
C (-8.16341, -3.28361, 6.93264)  -0.6673
F (-7.46605, -3.96038, 7.86358)  0.1169
F (-7.80831, -3.80262, 5.74162)  0.1141
F (-9.45392, -3.57755, 7.11891)  0.1379

Atoms 1-6, force components in eV/Å:
N -0.44 2.45 0.54
C 0.40 -4.36 -0.13
O 0.60 2.96 -0.23
C -1.69 -0.80 -2.62
C -0.11 -1.27 1.19
P 3.23 0.24 0.34

## Properties
Energy ... -8042.92984 Ha
HOMO level ... -7.378 eV
Kohn-Sham gap ... 1.24 eV
Net charge ... 0
E_LUMO ... -6.13 eV

***

No. 4
Molecular formula: C15H19B2BrCl42O
Method: DFT, the ωB97M-V functional and the def2-TZVPD basis

Each line ends with the Löwdin charge.
Atoms and positions in Å:
C (3.01044, -2.36707, 1.31794)  -0.0208
B (2.52546, -3.73729, 0.71378)  -0.5945
O (1.23948, -4.24736, 0.89577)  0.0345
B (3.64194, -4.61279, -0.20996)  -0.5392
Br (4.58483, -6.11756, 0.54170)  0.6852
H (3.58769, -2.49716, 2.23491)  0.0716
H (3.69750, -1.91306, 0.59995)  0.0642
H (2.21279, -1.65233, 1.51691)  0.0563
H (0.86751, -4.46622, 0.02935)  0.0109
H (3.87491, -4.27510, -1.33008)  0.0082
C (0.45249, -0.80903, -1.94227)  -1.5189
Cl (1.34584, 0.58848, -1.35301)  0.5120
Cl (1.52017, -1.94610, -2.77535)  0.5444
Cl (-0.40071, -1.60760, -0.62124)  0.5393
H (-0.28011, -0.45553, -2.65400)  0.0094
C (-2.16439, -2.97598, 2.80722)  -1.5608
Cl (-1.71014, -1.42089, 3.50014)  0.5081
Cl (-3.27945, -3.82910, 3.87727)  0.5297
Cl (-2.89245, -2.77955, 1.20891)  0.4997
H (-1.26671, -3.57463, 2.70955)  -0.0371
C (-0.10370, -4.22290, 6.34660)  -1.5657
Cl (1.19657, -4.24061, 7.53698)  0.5354
Cl (0.53119, -3.98003, 4.72222)  0.5663
Cl (-1.06481, -5.69727, 6.44033)  0.5258
H (-0.75033, -3.38774, 6.57196)  -0.0388
C (-3.56502, 1.18354, 5.63283)  -1.5624
Cl (-2.91563, -0.12085, 6.62662)  0.4852
Cl (-4.31590, 2.43075, 6.63019)  0.5341
Cl (-2.30196, 1.86695, 4.61199)  0.4938
H (-4.32728, 0.76339, 4.98877)  0.0030
C (-1.55819, 1.50503, -7.19513)  -1.5537
Cl (-1.06816, 3.10853, -6.66174)  0.5074
Cl (-0.16257, 0.57116, -7.73847)  0.5213
Cl (-2.43205, 0.64739, -5.92167)  0.5162
H (-2.23374, 1.61769, -8.03205)  0.0095
C (-3.00659, -2.55572, 10.32004)  -1.5382
Cl (-1.71936, -2.55876, 11.52270)  0.5360
Cl (-2.33912, -2.44059, 8.68817)  0.5081
Cl (-4.02424, -3.98521, 10.47659)  0.5351
H (-3.62236, -1.68199, 10.48555)  0.0143
C (3.22923, 3.74456, 0.88605)  -1.5286
Cl (2.94106, 5.47705, 1.06777)  0.5427
Cl (2.15744, 2.80892, 1.92710)  0.5364
Cl (3.03159, 3.27372, -0.80046)  0.4908
H (4.24976, 3.54159, 1.18074)  0.0150
C (2.45528, 5.04629, -5.46543)  -1.5571
Cl (2.28453, 3.69353, -6.57748)  0.5006
Cl (0.91742, 5.88529, -5.25088)  0.5109
Cl (3.11897, 4.54655, -3.90795)  0.4934
H (3.16144, 5.74576, -5.89554)  -0.0394
C (5.96831, 1.86041, -6.82832)  -1.5457
Cl (5.80920, 3.58290, -6.47683)  0.5104
Cl (4.67120, 0.93292, -6.07512)  0.5182
Cl (6.01621, 1.57861, -8.56905)  0.5272
H (6.90529, 1.52196, -6.40813)  0.0096
C (-4.09584, 2.98868, 0.95336)  -1.5447
Cl (-3.44911, 4.62759, 0.88723)  0.5284
Cl (-2.83325, 1.79882, 0.63129)  0.5167
Cl (-4.85655, 2.67964, 2.51506)  0.5188
H (-4.85214, 2.89342, 0.18658)  0.0107
C (-1.62988, -6.88253, -1.09767)  -1.5241
Cl (-2.94162, -6.77003, -2.26582)  0.5215
Cl (-0.16993, -6.08638, -1.71650)  0.5653
Cl (-2.12559, -6.21981, 0.45427)  0.5438
H (-1.39250, -7.92913, -0.96362)  0.0144
C (0.56082, 8.21813, 1.63072)  -1.5723
Cl (-0.60064, 8.24036, 0.30475)  0.5250
Cl (2.05177, 9.04746, 1.17088)  0.5056
Cl (-0.12949, 8.93194, 3.08774)  0.5304
H (0.80292, 7.18576, 1.84505)  -0.0330
C (4.16288, 8.72862, -4.50907)  -1.5310
Cl (2.88937, 8.74032, -5.73162)  0.5324
Cl (3.48069, 8.54290, -2.89528)  0.5299
Cl (5.34290, 7.45662, -4.84564)  0.5287
H (4.67927, 9.67764, -4.55320)  0.0099
C (-6.60404, -8.69722, -3.05623)  -1.5559
Cl (-5.58203, -9.95471, -2.35905)  0.5187
Cl (-7.28754, -7.67232, -1.79520)  0.5256
Cl (-5.70165, -7.73375, -4.22678)  0.5069
H (-7.41959, -9.17896, -3.57773)  0.0091

Atoms 1-6, force components in eV/Å:
C -0.12 -0.12 0.02
B -0.04 -0.42 0.19
O 0.18 1.12 -0.30
B -0.13 0.11 -0.04
Br -0.15 0.35 -0.24
H 0.04 -0.09 0.12

## Properties
Energy ... -22609.95237 Ha
HOMO level ... -9.242 eV
Kohn-Sham gap ... 9.30 eV
Net charge ... 0
E_LUMO ... 0.06 eV

***

Let's list F_max in order: 0.08853, 0.09702, 0.08519, 0.02290 hartree/bohr.